Computed, not measured: a cluster of 3 separate species, C50H32F9I3N2O12S in total in a non-equilibrium geometry, with wB97M-V/def2-TZVPD.

Each line ends with the Mulliken charge.
Geometry (Å):
C 3.341 -4.493 3.654  -0.61
C 3.109 -2.950 4.203  -0.18
O 3.975 -1.946 3.534  -0.17
C 3.224 -0.730 3.196  -0.01
C 4.053 0.654 3.128  -0.69
O 5.055 0.844 2.109  -0.41
C 5.173 -0.211 1.114  0.45
C 3.978 -0.263 -0.057  -0.29
N 2.826 0.760 -0.013  -0.40
C 3.066 1.656 -1.043  0.57
O 3.036 2.630 -1.982  -0.48
C 3.950 -1.377 -1.251  0.84
C 5.228 -2.396 -1.191  0.32
C 6.476 -2.401 -0.123  -0.27
C 7.643 -3.523 -0.360  -0.17
C 8.363 -3.430 -1.867  0.15
O 9.102 -4.486 -2.297  -0.55
I 8.211 -1.728 -3.232  0.09
C 6.469 -1.270 1.110  0.99
C 7.711 -1.242 2.169  -1.00
I 7.205 -0.860 4.257  0.15
C 8.839 -0.079 1.750  -0.44
C 8.180 1.426 1.602  -0.72
I 10.121 -0.671 0.070  0.07
C 4.854 -3.339 -2.475  -0.22
O 5.537 -4.253 -3.167  -0.54
N 3.405 -3.062 -2.929  0.12
S 2.390 -4.440 -2.592  1.21
O 2.206 -5.188 -3.970  -0.65
O 3.165 -5.467 -1.689  -0.55
C 0.664 -4.041 -1.989  0.40
F -0.046 -3.064 -2.897  -0.11
F -0.130 -5.319 -2.132  -0.24
C 0.549 -3.619 -0.411  0.49
F 0.906 -2.213 -0.106  -0.16
F 1.403 -4.464 0.505  -0.25
C -1.004 -3.821 0.177  0.38
F -2.051 -3.376 -0.771  -0.19
F -1.282 -5.241 0.571  -0.28
C -1.255 -2.936 1.574  0.57
F -0.189 -3.132 2.587  -0.19
F -2.515 -3.519 2.168  -0.27
F -1.578 -1.505 1.299  -0.20
C 2.928 -1.694 -2.487  -0.01
O 1.983 -0.871 -2.948  -0.52
H 3.331 -5.224 4.574  0.31
H 4.342 -4.486 3.047  0.17
H 2.390 -4.785 3.001  0.08
H 1.948 -2.734 4.054  0.08
H 3.315 -2.847 5.367  0.27
H 2.408 -0.604 4.060  0.44
H 2.578 -0.995 2.230  -0.02
H 3.263 1.544 3.031  0.26
H 4.573 0.831 4.189  0.23
H 8.527 -3.509 0.402  0.16
H 7.100 -4.586 -0.358  0.37
H 8.337 -2.259 2.169  0.43
H 9.558 -0.017 2.701  0.45
H 7.492 1.673 2.546  0.15
H 7.637 1.618 0.582  0.23
H 9.089 2.194 1.692  0.38
C -2.774 -0.993 -1.903  0.08
C -2.502 -1.098 -3.266  -0.46
C -3.459 -0.703 -4.202  -1.09
C -4.697 -0.211 -3.773  0.37
C -4.979 -0.128 -2.410  0.11
C -4.010 -0.509 -1.472  -0.45
C -6.300 0.342 -1.946  0.36
O -6.547 0.418 -0.749  -0.66
C -7.322 0.711 -2.946  0.31
C -8.598 1.103 -2.521  -0.49
C -9.567 1.467 -3.460  -0.52
C -9.261 1.448 -4.820  -0.48
C -7.993 1.052 -5.246  -0.53
C -7.024 0.674 -4.307  0.12
C -5.697 0.222 -4.769  0.65
O -5.429 0.201 -5.965  -0.68
H -2.024 -1.292 -1.173  0.22
H -1.543 -1.487 -3.602  0.49
H -3.237 -0.783 -5.265  0.45
H -4.217 -0.435 -0.406  0.45
H -8.844 1.124 -1.461  0.45
H -10.558 1.766 -3.128  0.40
H -10.013 1.738 -5.551  0.39
H -7.763 1.036 -6.310  0.46
C -3.811 1.223 1.587  -0.17
C -5.197 1.353 1.662  -0.56
C -5.779 2.621 1.689  -0.53
C -4.971 3.764 1.654  0.30
C -3.584 3.634 1.604  0.17
C -3.002 2.360 1.559  -0.88
C -2.720 4.832 1.617  0.53
O -1.501 4.719 1.569  -0.71
C -3.345 6.167 1.696  0.24
C -2.536 7.309 1.767  -0.55
C -3.119 8.576 1.829  -0.46
C -4.508 8.708 1.811  -0.45
C -5.316 7.572 1.746  -0.53
C -4.733 6.298 1.698  0.13
C -5.596 5.101 1.666  0.63
O -6.817 5.216 1.654  -0.69
H -3.357 0.234 1.556  0.62
H -5.826 0.466 1.697  0.27
H -6.863 2.715 1.743  0.45
H -1.921 2.251 1.506  0.55
H -1.451 7.215 1.779  0.44
H -2.489 9.461 1.889  0.38
H -4.962 9.695 1.851  0.39
H -6.399 7.682 1.737  0.45

Computed properties:
**SMILES**: CCOCCOc1c(N=C=O)c2c(c(CC(=O)I)c1[C@H](I)[C@H](C)I)C(=O)N(S(=O)(=O)C(F)(F)C(F)(F)C(F)(F)C(F)(F)F)C2=O.O=C1c2ccccc2C(=O)c2ccccc21.O=C1c2ccccc2C(=O)c2ccccc21
**Total energy**: -5126.11243 hartree
**LUMO energy**: -2.63 eV